# 1
112
Properties=species:S:1:pos:R:3 method="wB97M-V/def2-TZVPD" largest_force_ev_per_a=0.492 e_tot_ev=-78753.8437 total_charge=+2
Ta 0.537 1.121 -0.037
C 4.999 0.402 1.015
C 3.861 0.940 0.391
N 2.654 0.867 0.919
C 2.511 0.256 2.139
C 3.591 -0.330 2.819
C 4.863 -0.241 2.212
C 3.358 -0.939 4.074
C 2.102 -0.924 4.611
C 1.022 -0.313 3.934
C 1.212 0.265 2.707
N 0.250 0.968 1.952
C -0.488 1.986 2.611
C -1.453 1.797 3.557
C -2.029 2.916 4.210
C -1.630 4.188 3.922
C -0.655 4.413 2.916
C -0.149 5.682 2.557
C 0.793 5.774 1.569
C 1.185 4.610 0.883
N 0.725 3.412 1.178
C -0.131 3.305 2.233
H 5.960 0.504 0.532
H 3.951 1.440 -0.560
H 5.722 -0.673 2.710
H 4.184 -1.396 4.603
H 1.922 -1.375 5.577
H 0.050 -0.297 4.404
H -1.781 0.799 3.813
H -2.783 2.747 4.966
H -2.048 5.034 4.453
H -0.498 6.565 3.078
H 1.229 6.724 1.294
H 1.881 4.673 0.057
N 0.372 -0.661 -0.348
P 0.071 -2.210 -0.748
N -0.990 -2.768 0.375
C -1.076 -2.257 1.750
C -0.451 -3.217 2.754
C -1.084 -4.599 2.644
C -0.979 -5.110 1.212
C -1.582 -4.112 0.232
N -0.661 -2.463 -2.184
C 0.067 -2.508 -3.467
C -0.194 -1.284 -4.330
C -1.687 -1.041 -4.517
C -2.385 -0.979 -3.163
C -2.108 -2.247 -2.366
N 1.514 -2.979 -0.882
C 1.613 -4.360 -1.394
C 2.904 -4.545 -2.178
C 4.112 -4.180 -1.322
C 3.956 -2.770 -0.763
C 2.642 -2.630 -0.009
H -2.140 -2.129 1.983
H -0.609 -1.275 1.794
H -0.580 -2.813 3.761
H 0.628 -3.277 2.569
H -2.139 -4.535 2.930
H -0.613 -5.297 3.337
H -1.485 -6.070 1.100
H 0.073 -5.271 0.964
H -2.658 -4.017 0.421
H -1.469 -4.446 -0.799
H -0.264 -3.412 -3.991
H 1.130 -2.610 -3.266
H 0.300 -1.429 -5.292
H 0.266 -0.416 -3.857
H -2.117 -1.859 -5.105
H -1.857 -0.127 -5.088
H -3.465 -0.863 -3.281
H -2.021 -0.118 -2.594
H -2.500 -3.115 -2.907
H -2.593 -2.222 -1.392
H 0.743 -4.581 -2.010
H 1.606 -5.056 -0.548
H 2.882 -3.918 -3.074
H 2.967 -5.582 -2.513
H 5.032 -4.266 -1.899
H 4.192 -4.889 -0.491
H 3.971 -2.040 -1.578
H 4.782 -2.528 -0.091
H 2.504 -1.614 0.353
H 2.641 -3.298 0.864
C -3.489 5.121 -2.297
N -2.089 4.602 -2.293
C -1.919 3.560 -3.348
C -1.545 4.152 -0.932
C -2.258 2.970 -0.329
C -3.561 3.180 0.129
C -4.341 2.137 0.595
C -3.806 0.862 0.604
C -2.480 0.669 0.241
C -1.638 1.708 -0.198
H -3.678 5.555 -3.276
H -3.593 5.880 -1.526
H -4.170 4.296 -2.117
H -1.498 5.391 -2.552
H -2.442 2.664 -3.024
H -0.861 3.353 -3.468
H -2.339 3.939 -4.276
H -1.600 5.040 -0.299
H -0.502 3.924 -1.132
H -3.974 4.181 0.144
H -5.349 2.322 0.944
H -4.403 0.021 0.934
H -2.083 -0.330 0.335
F 2.247 0.917 -1.894
B 1.536 1.996 -2.457
F 1.494 2.934 -1.340
F 1.981 2.513 -3.597
F 0.182 1.538 -2.462


# 2
113
Properties=species:S:1:pos:R:3 method="wB97M-V/def2-TZVPD" largest_force_ev_per_a=0.720 relative_energy_kcal_mol=15.3 multiplicity=2 total_charge=+1
Sc 0.131 0.121 0.230
O 0.668 -1.742 0.842
N 0.612 -3.051 1.068
C 0.869 -3.419 2.359
C 0.844 -4.716 2.750
C 0.551 -5.686 1.767
C 0.338 -5.299 0.480
C 0.381 -3.935 0.048
S 0.194 -3.467 -1.555
H 1.092 -2.587 3.011
H 1.047 -4.972 3.779
H 0.517 -6.735 2.029
H 0.140 -6.023 -0.298
N -2.480 -0.903 3.795
C -1.671 -1.343 2.848
N -1.229 -0.309 2.144
C -1.808 0.775 2.754
N -2.596 0.451 3.773
C -1.480 2.077 2.274
C -2.020 3.215 2.868
N -1.703 4.451 2.547
C -0.735 4.511 1.567
C -0.198 3.433 0.950
N -0.549 2.120 1.225
H -2.973 -1.438 4.492
H -1.453 -2.385 2.682
H -2.751 3.075 3.658
H -0.398 5.500 1.283
H 0.545 3.597 0.193
N 3.522 -0.920 -0.036
C 3.178 -0.406 1.203
C 3.936 -0.836 2.298
C 3.680 -0.307 3.539
C 2.674 0.646 3.684
C 1.968 1.004 2.563
N 2.200 0.490 1.333
C 2.886 -0.953 -1.277
C 3.651 -1.430 -2.349
C 3.082 -1.505 -3.593
C 1.761 -1.089 -3.763
C 1.093 -0.632 -2.660
N 1.635 -0.560 -1.429
H 4.368 -1.467 -0.014
H 4.707 -1.582 2.157
H 4.257 -0.635 4.394
H 2.445 1.101 4.636
H 1.173 1.734 2.612
H 4.678 -1.729 -2.182
H 3.659 -1.875 -4.430
H 1.263 -1.138 -4.720
H 0.062 -0.315 -2.729
N 1.481 3.126 -3.182
C 2.632 3.113 -2.429
C 2.317 2.429 -1.300
N 0.993 2.035 -1.343
C 0.529 2.465 -2.488
H 1.359 3.569 -4.077
H 3.542 3.583 -2.757
H 2.942 2.209 -0.452
H -0.476 2.335 -2.850
O -1.606 0.136 -0.963
P -3.133 0.029 -1.146
C -3.711 -1.196 0.041
C -3.006 -2.556 -0.281
C -3.860 -3.824 -0.171
C -5.005 -3.683 0.820
C -5.916 -2.563 0.342
C -5.221 -1.204 0.421
C -3.496 -0.451 -2.845
C -4.819 -1.225 -2.950
C -5.183 -1.457 -4.420
C -3.976 -1.929 -5.262
C -2.812 -2.373 -4.384
C -2.317 -1.219 -3.512
C -3.853 1.640 -0.677
C -2.901 2.817 -0.976
C -2.983 3.298 -2.423
C -4.408 3.685 -2.803
C -5.386 2.540 -2.563
C -5.285 1.991 -1.140
H -3.189 -0.793 0.913
H -2.154 -2.644 0.392
H -2.544 -2.539 -1.267
H -3.202 -4.655 0.091
H -4.289 -4.074 -1.146
H -4.619 -3.446 1.821
H -5.554 -4.620 0.905
H -6.833 -2.515 0.931
H -6.217 -2.780 -0.688
H -5.294 -0.851 1.452
H -5.785 -0.488 -0.169
H -3.639 0.497 -3.368
H -5.630 -0.686 -2.455
H -4.721 -2.181 -2.431
H -5.587 -0.530 -4.834
H -5.989 -2.190 -4.468
H -3.631 -1.116 -5.908
H -4.279 -2.738 -5.927
H -1.985 -2.735 -4.997
H -3.106 -3.217 -3.753
H -1.758 -0.515 -4.135
H -1.616 -1.601 -2.768
H -3.871 1.528 0.416
H -1.884 2.552 -0.699
H -3.186 3.640 -0.312
H -2.615 2.520 -3.108
H -2.326 4.162 -2.551
H -4.456 4.013 -3.843
H -4.706 4.541 -2.189
H -5.221 1.747 -3.299
H -6.407 2.888 -2.727
H -5.973 1.157 -1.019
H -5.637 2.767 -0.454


# 3
110
Properties=species:S:1:pos:R:3 method="wB97M-V/def2-TZVPD" largest_force_ev_per_a=0.739 relative_energy_kcal_mol=11.6 total_charge=+1
Ba 0.133 0.174 -0.223
C 0.199 3.045 1.278
C 0.650 2.961 -0.060
C -0.488 2.923 -0.902
C -1.635 2.989 -0.085
C -1.208 3.043 1.263
C -2.079 3.102 2.474
C -3.040 3.118 -0.600
C -0.480 3.075 -2.396
C 2.034 3.283 -0.552
C 1.060 3.078 2.505
H -1.634 3.729 3.248
H -2.263 2.125 2.935
H -3.050 3.537 2.242
H -3.208 4.089 -1.074
H -3.782 3.044 0.198
H -3.297 2.370 -1.356
H -0.479 4.125 -2.702
H -1.352 2.613 -2.865
H 0.401 2.616 -2.854
H 2.156 4.354 -0.738
H 2.261 2.782 -1.497
H 2.814 2.994 0.156
H 0.698 3.810 3.228
H 2.086 3.357 2.263
H 1.102 2.119 3.036
O 2.375 -0.307 1.613
C 2.425 -1.599 2.233
C 3.352 -2.543 1.490
C 2.836 -2.873 0.087
C 1.503 -3.568 0.113
C 1.399 -4.902 0.495
C 0.160 -5.511 0.507
C -0.951 -4.773 0.124
C -0.760 -3.450 -0.229
N 0.429 -2.845 -0.218
H 3.183 0.171 1.835
H 1.396 -1.965 2.214
H 2.708 -1.496 3.284
H 3.479 -3.454 2.081
H 4.343 -2.086 1.413
H 3.561 -3.489 -0.449
H 2.725 -1.953 -0.488
H 2.289 -5.454 0.763
H 0.060 -6.549 0.794
H -1.939 -5.208 0.095
H -1.596 -2.841 -0.548
C -3.382 -0.412 -2.353
C -2.206 -0.605 -3.242
N -0.967 -0.585 -2.832
C -0.103 -0.810 -3.882
C -0.703 -0.985 -5.089
S -2.395 -0.875 -4.919
C 1.345 -0.834 -3.647
C 2.270 -1.419 -4.455
S 3.836 -1.138 -3.843
C 3.169 -0.260 -2.540
N 1.865 -0.188 -2.549
C 4.028 0.380 -1.505
H -3.041 -0.251 -1.334
H -4.031 -1.288 -2.365
H -3.970 0.450 -2.665
H -0.238 -1.137 -6.045
H 2.104 -1.993 -5.347
H 5.015 -0.077 -1.471
H 3.565 0.279 -0.525
H 4.145 1.443 -1.716
C -5.628 2.389 3.289
C -6.007 0.993 3.793
C -7.002 1.175 4.946
C -4.742 0.334 4.367
C -6.636 0.091 2.683
O -6.713 -1.253 3.159
C -8.088 0.454 2.268
C -8.462 1.816 1.667
C -7.837 2.114 0.326
C -8.055 1.273 -0.764
C -7.426 1.491 -1.977
C -6.572 2.576 -2.106
Cl -5.758 2.852 -3.622
C -6.371 3.454 -1.058
C -7.010 3.216 0.151
C -5.827 -0.032 1.388
N -4.451 -0.497 1.471
C -3.346 0.157 1.127
N -2.296 -0.652 1.170
C -2.849 -1.816 1.606
N -4.146 -1.776 1.768
H -4.983 2.868 4.025
H -6.488 3.038 3.150
H -5.070 2.366 2.355
H -6.546 1.792 5.720
H -7.267 0.229 5.420
H -7.918 1.673 4.635
H -4.556 0.730 5.365
H -3.860 0.559 3.772
H -4.841 -0.748 4.440
H -7.304 -1.272 3.920
H -8.713 0.298 3.150
H -8.392 -0.335 1.575
H -8.242 2.629 2.358
H -9.551 1.814 1.559
H -8.723 0.428 -0.667
H -7.598 0.836 -2.819
H -5.726 4.311 -1.186
H -6.846 3.898 0.974
H -5.783 0.915 0.852
H -6.345 -0.748 0.750
H -3.334 1.189 0.833
H -2.285 -2.711 1.791


# 4
115
Properties=species:S:1:pos:R:3 method="wB97M-V/def2-TZVPD" largest_force_ev_per_a=3.921 relative_energy_kcal_mol=0.0 total_charge=-1
C -4.257 -4.230 -0.738
C -2.861 -4.214 0.038
N -2.787 -3.142 1.032
C -2.365 -1.858 0.557
O -1.524 -1.341 1.720
C -2.376 -0.869 2.656
N -2.924 -0.283 3.466
C -1.356 -1.701 -0.651
O -1.163 -0.336 -0.990
P -2.685 0.470 -0.622
N -3.991 1.696 -0.190
C -5.014 1.222 -0.601
S -6.602 0.866 -0.740
O -3.295 -0.825 0.415
H -4.930 -4.928 -0.173
H -4.050 -4.630 -1.760
H -4.725 -3.222 -0.735
H -2.864 -5.179 0.618
H -1.998 -4.297 -0.666
H -2.340 -3.437 1.890
H -1.936 -2.074 -1.548
H -0.449 -2.339 -0.530
H -3.421 -0.195 -1.665
H -2.301 1.431 -1.641
H -1.924 1.098 0.430
N 0.514 -0.580 4.170
C 1.795 -1.016 4.360
C 2.233 -0.536 5.570
C 1.171 0.214 6.133
C 0.122 0.166 5.247
H -0.053 -0.780 3.362
H 2.286 -1.627 3.619
H 3.207 -0.706 6.002
H 1.173 0.729 7.081
H -0.865 0.598 5.291
N 3.410 -1.899 -0.531
C 4.630 -2.320 -0.981
C 5.497 -2.319 0.084
C 4.768 -1.886 1.221
C 3.483 -1.638 0.810
H 2.584 -1.797 -1.098
H 4.778 -2.581 -2.017
H 6.539 -2.600 0.050
H 5.142 -1.771 2.226
H 2.617 -1.297 1.353
N 6.953 1.130 -1.812
C 5.778 1.121 -1.110
C 5.159 2.328 -1.307
C 5.992 3.093 -2.168
C 7.089 2.326 -2.464
H 7.612 0.375 -1.844
H 5.487 0.258 -0.531
H 4.213 2.629 -0.884
H 5.806 4.093 -2.529
H 7.951 2.527 -3.078
N -4.205 5.067 0.623
C -3.408 5.787 1.467
C -4.058 6.958 1.768
C -5.300 6.938 1.083
C -5.361 5.756 0.387
H -3.977 4.163 0.235
H -2.449 5.408 1.779
H -3.684 7.740 2.411
H -6.062 7.702 1.097
H -6.126 5.348 -0.254
N 3.623 2.737 2.780
C 2.447 2.728 3.480
C 1.827 3.935 3.280
C 2.659 4.700 2.421
C 3.757 3.934 2.128
H 4.285 1.982 2.749
H 2.156 1.866 4.060
H 0.881 4.235 3.702
H 2.472 5.699 2.059
H 4.621 4.137 1.514
N 9.201 -1.487 -2.992
C 8.869 -1.935 -4.242
C 9.962 -1.773 -5.052
C 10.997 -1.210 -4.259
C 10.499 -1.047 -2.993
H 8.588 -1.482 -2.196
H 7.887 -2.328 -4.446
H 10.015 -2.031 -6.098
H 11.993 -0.953 -4.582
H 10.952 -0.657 -2.096
N 3.781 7.017 -0.891
C 2.563 7.405 -1.381
C 2.333 8.693 -0.971
C 3.458 9.100 -0.207
C 4.335 8.046 -0.178
H 4.203 6.116 -1.032
H 1.967 6.733 -1.976
H 1.455 9.278 -1.194
H 3.607 10.057 0.266
H 5.301 7.939 0.287
N -7.103 -7.091 1.327
C -8.112 -7.833 0.773
C -9.294 -7.176 0.999
C -8.987 -5.988 1.713
C -7.629 -5.962 1.897
H -6.129 -7.336 1.317
H -7.902 -8.762 0.269
H -10.271 -7.509 0.687
H -9.683 -5.237 2.052
H -6.992 -5.241 2.385
N -8.099 -5.066 -2.942
C -8.401 -3.936 -3.652
C -7.716 -3.985 -4.838
C -6.974 -5.195 -4.847
C -7.233 -5.840 -3.666
H -8.457 -5.293 -2.030
H -9.075 -3.196 -3.252
H -7.744 -3.236 -5.613
H -6.325 -5.551 -5.631
H -6.877 -6.781 -3.277